DFT (ωB97M-V with the def2-TZVPD basis set) results for a structure of composition C41H74O31S9.

XYZ file:
```
155
Properties=species:S:1:pos:R:3
C 26.12 12.20 11.62
C 27.35 12.93 12.15
O 26.87 14.12 12.76
S 25.35 14.47 12.37
O 25.23 15.71 11.72
O 24.60 14.25 13.56
O 25.16 13.25 11.36
H 25.68 11.55 12.37
H 26.27 11.73 10.66
H 28.01 13.19 11.32
H 27.87 12.35 12.91
C 30.50 15.39 13.12
C 31.32 16.25 12.09
O 30.57 17.45 11.96
S 29.03 17.07 12.20
O 28.60 16.14 11.25
O 28.29 18.22 12.53
O 29.47 16.30 13.53
H 30.99 15.03 14.01
H 30.05 14.55 12.59
H 31.38 15.68 11.17
H 32.32 16.51 12.42
C 23.87 18.20 13.27
C 23.30 19.62 13.13
O 23.13 20.04 14.50
S 22.56 18.82 15.32
O 21.18 18.63 15.02
O 22.98 18.92 16.65
O 23.37 17.70 14.53
H 24.95 18.08 13.25
H 23.38 17.61 12.49
H 22.32 19.61 12.66
H 24.02 20.25 12.64
C 22.93 23.60 9.22
C 21.79 24.42 8.66
O 21.34 23.63 7.57
S 22.58 22.87 6.87
O 23.00 23.51 5.69
O 22.21 21.50 6.82
O 23.61 23.22 8.02
H 22.51 22.73 9.74
H 23.58 24.07 9.94
H 22.15 25.42 8.36
H 20.98 24.60 9.36
O 24.55 17.12 3.22
S 24.25 18.19 4.12
O 24.59 19.52 3.80
O 22.71 18.14 4.48
C 22.10 16.84 4.72
C 20.79 17.11 5.39
C 24.92 17.84 5.75
H 22.79 16.25 5.32
H 22.03 16.32 3.77
H 20.08 17.64 4.76
H 20.95 17.64 6.33
H 20.36 16.16 5.72
H 24.34 18.51 6.38
H 25.96 18.16 5.76
H 24.91 16.77 5.93
O 21.98 14.51 7.09
S 21.59 14.80 8.43
O 21.13 16.12 8.73
O 20.49 13.74 8.88
C 20.08 12.74 7.94
C 19.12 13.26 6.89
C 22.96 14.38 9.50
H 19.54 12.01 8.54
H 20.88 12.18 7.46
H 18.59 12.43 6.41
H 19.60 13.86 6.12
H 18.36 13.89 7.36
H 23.74 14.03 8.83
H 22.68 13.56 10.14
H 23.18 15.29 10.06
O 20.80 23.75 11.74
S 21.66 23.27 12.78
O 22.59 22.22 12.49
O 22.45 24.49 13.42
C 23.39 25.14 12.53
C 24.20 26.09 13.37
C 20.72 22.86 14.23
H 22.82 25.59 11.72
H 24.07 24.38 12.12
H 24.53 25.59 14.28
H 23.59 26.96 13.61
H 25.06 26.48 12.83
H 20.91 23.63 14.98
H 21.10 21.88 14.53
H 19.66 22.84 14.04
O 28.49 15.83 3.83
S 28.60 17.09 4.48
O 27.93 18.24 4.02
O 28.20 16.93 6.03
C 28.19 15.62 6.60
C 27.38 15.66 7.88
C 30.32 17.41 4.71
H 29.20 15.21 6.72
H 27.65 14.95 5.92
H 26.35 15.95 7.66
H 27.80 16.37 8.59
H 27.31 14.65 8.28
H 30.78 17.55 3.74
H 30.71 16.46 5.08
H 30.48 18.19 5.45
O 29.56 20.64 4.56
S 28.67 20.80 5.65
O 27.27 20.61 5.54
O 29.23 19.82 6.77
C 28.36 19.50 7.86
C 29.22 18.95 8.99
C 28.97 22.39 6.42
H 27.56 18.82 7.55
H 27.83 20.41 8.17
H 29.88 18.23 8.51
H 28.56 18.47 9.70
H 29.75 19.77 9.46
H 28.04 22.95 6.48
H 29.66 22.93 5.78
H 29.38 22.21 7.41
C 24.58 17.71 9.33
C 25.64 18.34 9.98
C 25.56 19.68 10.30
C 24.41 20.40 10.00
C 23.38 19.76 9.33
C 23.44 18.42 8.97
H 24.77 16.70 8.97
H 26.48 17.71 10.24
H 26.40 20.12 10.83
H 24.24 21.41 10.36
H 22.53 20.33 8.98
H 22.65 17.93 8.43
C 19.78 19.26 11.89
C 19.49 20.60 11.74
C 19.40 21.18 10.47
C 19.70 20.42 9.35
C 20.17 19.12 9.51
C 20.13 18.51 10.76
H 19.68 18.67 12.80
H 19.15 21.18 12.58
H 18.88 22.13 10.41
H 19.61 20.82 8.35
H 20.41 18.51 8.64
H 20.16 17.43 10.82
C 27.19 22.57 10.16
C 26.65 23.84 10.11
C 27.21 24.87 10.84
C 28.30 24.64 11.68
C 28.81 23.36 11.75
C 28.33 22.35 10.93
H 26.75 21.80 9.53
H 25.75 24.00 9.52
H 26.75 25.85 10.81
H 28.74 25.46 12.23
H 29.69 23.20 12.38
H 28.71 21.35 11.06
```

Output
Gap between HOMO and LUMO, eV: 8.5
E_LUMO, eV: -0.33
HOMO level, eV: -8.8



DFT (ωB97M-V with the def2-TZVPD basis set) results for a cluster of 5 separate species, C41H78F3NO17PS4 in total.

XYZ file:
```
145
Properties=species:S:1:pos:R:3
C -0.43 1.79 -2.69
C -1.00 1.04 -1.77
C -1.64 0.17 -0.52
C -2.95 -0.47 -1.27
C -3.07 -0.26 -2.86
C -4.24 0.63 -3.49
C -4.46 0.85 -5.02
C -3.51 0.19 -6.08
C -2.37 -0.75 -5.53
C -2.17 -0.96 -3.98
C -0.48 -0.86 -0.14
P -0.81 -2.73 -0.02
C -2.41 -3.26 0.81
O -1.04 -3.22 -1.69
C 0.55 -0.31 1.04
C 1.80 0.39 0.38
C 1.80 1.86 -0.20
O 2.68 2.81 0.52
N -0.14 0.26 2.28
C -0.93 -0.87 2.91
C -0.38 -2.29 3.29
O 0.12 -2.35 4.69
C 0.96 0.52 3.23
F 1.88 1.60 3.08
F 0.58 0.66 4.63
F 1.97 -0.54 3.34
C -1.13 1.37 2.00
C -0.57 2.89 2.23
C -2.41 1.54 3.04
C -2.19 1.94 4.54
O -3.53 2.30 5.07
C -3.57 2.02 6.50
C -4.18 0.53 6.68
C -2.00 1.28 0.61
C -2.33 2.77 -0.01
C -3.59 2.79 -1.05
C -4.31 4.27 -0.99
O -3.35 5.36 -0.87
C -3.60 6.10 0.39
H 0.15 2.09 -3.65
H -3.07 -1.60 -1.16
H -3.95 -0.04 -0.85
H -4.98 1.15 -2.77
H -5.34 1.54 -5.35
H -3.73 0.40 -7.19
H -1.68 -1.24 -6.33
H -1.32 -1.66 -3.66
H 0.24 -0.88 -1.07
H -3.10 -2.43 1.20
H -2.13 -4.06 1.62
H -3.05 -3.87 0.05
H -0.76 -4.16 -1.80
H 1.03 -1.36 1.24
H 2.72 0.33 1.11
H 2.19 -0.31 -0.48
H 2.28 1.83 -1.27
H 0.82 2.41 -0.35
H 3.50 2.32 0.81
H -1.87 -1.01 2.23
H -1.39 -0.62 3.95
H 0.41 -2.81 2.66
H -1.29 -3.03 3.33
H -0.70 -2.47 5.25
H 0.13 3.29 1.44
H -0.04 3.04 3.26
H -1.42 3.68 2.36
H -3.10 2.38 2.60
H -3.14 0.62 2.99
H -1.85 1.07 5.24
H -1.53 2.83 4.80
H -2.58 2.20 7.06
H -4.34 2.76 6.96
H -4.46 0.08 5.64
H -3.36 -0.12 7.16
H -5.12 0.60 7.36
H -3.10 0.93 0.85
H -1.41 3.33 -0.38
H -2.80 3.47 0.80
H -3.14 2.72 -2.10
H -4.43 2.05 -0.81
H -5.14 4.31 -0.20
H -4.79 4.39 -2.05
H -2.64 6.63 0.73
H -4.42 6.88 0.20
H -3.94 5.40 1.24
O 0.89 -2.42 -4.32
S 2.13 -2.03 -3.69
O 2.36 -0.68 -3.23
O 3.37 -2.48 -4.63
C 3.38 -2.06 -5.99
C 3.83 -0.62 -6.13
C 2.45 -3.14 -2.35
H 2.40 -2.22 -6.45
H 4.09 -2.71 -6.51
H 3.09 0.06 -5.70
H 3.97 -0.36 -7.18
H 4.77 -0.46 -5.59
H 2.33 -4.16 -2.70
H 1.72 -2.93 -1.56
H 3.46 -2.97 -1.98
O 7.54 0.21 6.58
S 7.46 0.19 5.14
O 6.99 1.32 4.38
O 6.62 -1.12 4.68
C 5.32 -1.33 5.24
C 4.28 -0.45 4.57
C 9.03 -0.32 4.49
H 5.33 -1.17 6.32
H 5.07 -2.38 5.07
H 4.45 0.61 4.80
H 3.28 -0.71 4.91
H 4.33 -0.55 3.48
H 9.35 -1.22 5.01
H 9.74 0.49 4.65
H 8.92 -0.51 3.42
O 0.83 3.18 -7.31
S 0.92 4.53 -7.81
O 2.15 5.26 -7.82
O -0.22 5.43 -7.10
C -0.28 5.46 -5.67
C 0.79 6.37 -5.09
C 0.23 4.56 -9.45
H -0.20 4.44 -5.26
H -1.26 5.84 -5.40
H 1.79 5.96 -5.26
H 0.65 6.49 -4.02
H 0.75 7.35 -5.57
H -0.74 4.06 -9.44
H 0.92 4.04 -10.11
H 0.13 5.60 -9.76
O -1.69 -6.88 1.24
S -1.14 -7.93 2.06
O -1.48 -8.08 3.45
O 0.48 -7.91 1.92
C 1.17 -6.70 2.18
C 1.31 -6.44 3.67
C -1.41 -9.48 1.25
H 0.67 -5.85 1.68
H 2.16 -6.79 1.74
H 0.34 -6.24 4.13
H 1.96 -5.58 3.86
H 1.73 -7.32 4.18
H -1.09 -9.40 0.21
H -2.47 -9.71 1.29
H -0.84 -10.26 1.76
```

Output
Gap between HOMO and LUMO, eV: 7.9
E_LUMO, eV: -2.23
HOMO level, eV: -10.1
Total charge: +1